# 1
Entry from the OMol25 dataset: a structure of composition C14H18N2O9Rh (the ωB97M-V functional and the def2-TZVPD basis).

Positions of all 44 atoms, in Å:
Rh -0.0407 -0.9040 1.1661
O -3.7203 1.0272 2.2774
C -2.9213 0.0553 1.9152
O -1.7345 0.2525 1.6988
C -3.6259 -1.2760 1.8207
O -2.7471 -2.3533 1.7578
C -2.2331 -2.8337 3.0022
C -1.0836 -2.0728 3.6983
O -1.1752 -1.9749 4.8969
O -0.0218 -1.6980 3.0237
H -3.2271 1.8654 2.3091
H -4.3324 -1.3507 2.6523
H -4.2074 -1.2604 0.8951
H -3.0397 -2.9161 3.7306
H -1.8688 -3.8412 2.7884
N -0.5854 -2.5104 0.1019
C 0.5305 -3.4870 -0.0060
C 1.8145 -2.6844 -0.1171
N 1.7631 -1.7753 1.0500
H -1.4716 -2.9169 0.3946
H -0.7257 -2.0528 -0.8003
H 0.3852 -4.1478 -0.8600
H 0.5382 -4.0920 0.9007
H 1.8339 -2.0829 -1.0253
H 2.7005 -3.3174 -0.0942
H 2.4764 -1.0484 1.0800
H 1.8106 -2.3088 1.9206
O 1.2382 0.9894 0.9885
C 0.8129 1.0409 -0.1981
O -0.0068 0.1024 -0.5680
C 1.2058 2.0848 -1.1431
C 1.9971 3.1338 -0.6894
C 2.4003 4.1548 -1.5469
C 1.9764 4.0649 -2.8517
O 2.2291 4.9204 -3.8661
C 1.5721 4.3936 -5.0263
O 0.9149 3.1868 -4.6320
C 1.1829 3.0155 -3.3081
C 0.7762 2.0077 -2.4825
H 2.2953 3.1497 0.3495
H 3.0113 4.9789 -1.2088
H 2.3180 4.1702 -5.7883
H 0.8329 5.1133 -5.3758
H 0.1523 1.1976 -2.8305

Summary:
Charge: +1
Relative energy (zero: lowest compared OMol25 entry of this formula, charge and spin), eV: 0.0155
Highest occupied orbital energy, eV: -10.826
2S+1: 1

# 2
Entry from the OMol25 dataset: a structure of composition C14H19BrI2N3O4PtS2Si (the ωB97M-V functional and the def2-TZVPD basis).

Positions of all 47 atoms, in Å:
Pt 0.4237 -0.1984 -0.1607
O 1.3282 6.0640 -0.3719
C 1.1107 4.7540 -0.2622
C -0.1303 4.1474 -0.4481
C -0.2083 2.7846 -0.3181
N 0.8363 1.9862 -0.0290
C 2.0150 2.5899 0.1891
Br 3.5153 1.5940 0.7079
C 2.1943 3.9509 0.0777
H 0.5220 6.5394 -0.6079
H -1.0187 4.7137 -0.6927
H -1.1585 2.2814 -0.4148
H 3.1628 4.3915 0.2596
C 2.0679 -0.7548 3.1083
C 0.7279 -0.1020 3.0055
C 0.0414 0.4040 4.0966
C -1.2398 0.9243 3.9423
C -1.8794 0.9182 2.7134
C -1.1762 0.3739 1.6514
N 0.0990 -0.0764 1.8230
N -1.4857 0.1716 0.3331
Si -3.0690 -0.5516 -0.1458
C -2.9235 -1.4157 -1.7815
C -4.3205 0.8222 -0.2168
C -3.4948 -1.7719 1.2002
H 2.1495 -1.2606 4.0685
H 2.8681 -0.0195 3.0481
H 2.2053 -1.4822 2.3094
H 0.5093 0.3639 5.0696
H -1.7512 1.3277 4.8065
H -2.8735 1.3153 2.5724
H -2.9158 -0.7287 -2.6282
H -3.8196 -2.0360 -1.8767
H -2.0612 -2.0791 -1.8545
H -4.0946 1.5853 -0.9621
H -4.4700 1.3107 0.7476
H -5.2785 0.3682 -0.4906
H -2.6606 -2.4422 1.4205
H -4.3365 -2.3934 0.8852
H -3.7886 -1.2836 2.1312
O 1.7441 -1.8432 -2.7701
S 2.2011 -2.0216 -1.3879
O 3.2418 -2.9618 -1.1994
O 2.3945 -0.6493 -0.7805
S 0.4905 -2.4911 -0.2774
I 0.1634 0.0099 -2.8973
I -1.7955 1.7934 -3.4335

Summary:
Charge: +1
Relative energy (zero: lowest compared OMol25 entry of this formula, charge and spin), eV: 0.2836
Highest occupied orbital energy, eV: -11.912
2S+1: 1

# 3
Entry from the OMol25 dataset: a structure of composition C14H19BrMnN3Te (the ωB97M-V functional and the def2-TZVPD basis).

Positions of all 39 atoms, in Å:
Mn 0.8329 -0.3012 -0.7369
N -0.7663 -0.0447 0.9254
C -0.8639 -0.9575 2.0854
C 0.4822 -1.1134 2.7824
C 1.5306 -1.8806 1.9794
N 2.2254 -1.0184 0.9873
H -0.5762 0.8916 1.2733
H -1.6723 0.0132 0.4703
H -1.2120 -1.9319 1.7367
H -1.5898 -0.5806 2.8094
H 0.3141 -1.6417 3.7206
H 0.8760 -0.1235 3.0369
H 1.0590 -2.7038 1.4365
H 2.2543 -2.3160 2.6711
H 2.9847 -1.5582 0.5818
H 2.6717 -0.2523 1.4828
Te 0.5232 2.1090 -1.8130
C 1.9641 1.4338 -3.2319
C 2.9447 0.5101 -2.8598
C 3.8898 0.0614 -3.7709
C 3.8675 0.5409 -5.0708
C 2.9126 1.4729 -5.4471
C 1.9670 1.9201 -4.5341
H 3.0179 0.1826 -1.8201
H 4.6597 -0.6367 -3.4645
H 4.6101 0.2035 -5.7815
H 2.9063 1.8621 -6.4567
H 1.2265 2.6493 -4.8348
Br -3.2206 -4.2904 -1.4041
C -1.4406 -3.7668 -1.7528
C -0.4848 -4.7029 -2.1193
C 0.8004 -4.2505 -2.3737
C 1.0849 -2.9066 -2.2220
N 0.1617 -2.0056 -1.8531
C -1.0884 -2.4344 -1.6405
H -0.7498 -5.7459 -2.2219
H 1.5779 -4.9336 -2.6847
H 2.0749 -2.5233 -2.4417
H -1.8332 -1.6866 -1.3983

Summary:
⟨S²⟩: 8.76
Charge: +1
Relative energy (zero: lowest compared OMol25 entry of this formula, charge and spin), eV: 0.0000
Highest occupied orbital energy (spin up / spin down), eV: -9.829 / -9.957
2S+1: 6